[1]
The following is a DFT calculation (ωB97M-V/def2-TZVPD) of a 4-piece molecular cluster, C35H70F3N4O10S overall at a distorted geometry.

Results
Molecular weight, g mol⁻¹: 796.02
Orbital gap, eV: 6.999
Charge: +1
Electronic energy, eV: -82838.42207

CARTESIAN COORDINATES (ANGSTROEM)
C: 4.093 -1.957 -4.334
C: 3.007 -0.898 -4.783
O: 1.797 -1.646 -5.101
C: 0.721 -1.189 -4.276
C: 0.879 -1.761 -2.795
O: -0.048 -2.870 -2.700
C: -0.472 -3.027 -1.342
C: -1.686 -2.078 -0.989
O: -2.422 -2.470 0.172
C: -1.685 -2.309 1.375
C: -1.670 -0.839 1.942
C: -0.564 0.151 1.311
N: 0.366 0.623 2.409
C: 1.844 0.749 2.075
C: 2.178 1.089 0.582
O: 1.932 2.470 0.248
C: 1.029 2.604 -0.844
C: 1.743 2.800 -2.232
F: 0.809 2.493 -3.207
F: 2.020 4.133 -2.420
F: 2.881 2.068 -2.362
S: -0.336 2.145 2.984
C: -1.992 1.963 3.748
O: -0.497 3.141 1.901
O: 0.500 2.802 3.991
C: 0.317 -0.590 3.302
C: 0.645 -0.462 4.834
C: 1.892 -1.277 5.283
C: 1.781 -2.609 5.888
C: 2.930 -3.365 6.343
C: 4.273 -2.795 6.199
C: 4.441 -1.474 5.606
C: 5.892 -0.903 5.519
C: 3.259 -0.751 5.163
O: -1.055 -1.032 3.269
H: 5.013 -1.907 -4.967
H: 3.674 -2.999 -4.390
H: 4.389 -1.771 -3.267
H: 3.344 -0.427 -5.738
H: 2.846 -0.164 -3.953
H: -0.249 -1.598 -4.672
H: 0.663 -0.069 -4.261
H: 0.645 -0.957 -2.041
H: 1.936 -2.098 -2.592
H: -0.733 -4.080 -1.072
H: 0.419 -2.738 -0.704
H: -1.344 -1.006 -0.988
H: -2.402 -2.161 -1.855
H: -0.621 -2.663 1.333
H: -2.199 -2.948 2.144
H: -2.662 -0.353 2.134
H: -0.038 -0.559 0.614
H: -1.090 0.928 0.709
H: 2.422 -0.186 2.317
H: 2.342 1.551 2.692
H: 3.298 0.968 0.486
H: 1.735 0.401 -0.179
H: 0.252 1.794 -0.878
H: 0.458 3.559 -0.666
H: -2.120 1.048 4.372
H: -2.160 2.908 4.333
H: -2.730 2.013 2.896
H: 0.831 -1.528 2.943
H: -0.230 -0.913 5.384
H: 0.743 0.582 5.222
H: 0.759 -3.045 5.992
H: 2.837 -4.365 6.827
H: 5.162 -3.347 6.573
H: 6.325 -0.939 4.489
H: 6.543 -1.472 6.236
H: 5.860 0.150 5.913
H: 3.416 0.254 4.708
C: 3.401 1.047 -10.977
C: 3.007 -0.378 -10.597
C: 3.270 -0.729 -9.121
O: 4.636 -0.940 -8.787
C: 5.404 0.244 -8.660
N: 3.682 -1.314 -11.503
H: 4.473 1.161 -11.137
H: 2.919 1.329 -11.915
H: 3.088 1.763 -10.213
H: 1.928 -0.465 -10.760
H: 2.772 -1.681 -8.909
H: 2.821 0.010 -8.444
H: 4.830 1.058 -8.207
H: 5.797 0.546 -9.632
H: 6.261 0.024 -8.021
H: 3.327 -2.251 -11.329
H: 4.659 -1.366 -11.217
C: -4.920 -1.834 6.697
C: -3.983 -1.985 5.502
C: -4.513 -2.925 4.403
O: -4.454 -4.306 4.715
C: -5.462 -4.758 5.607
N: -2.663 -2.412 5.986
H: -4.867 -2.677 7.385
H: -4.649 -0.947 7.274
H: -5.957 -1.717 6.375
H: -3.876 -0.991 5.051
H: -3.874 -2.802 3.522
H: -5.527 -2.646 4.090
H: -6.418 -4.260 5.430
H: -5.142 -4.619 6.640
H: -5.593 -5.830 5.452
H: -2.008 -2.396 5.207
H: -2.731 -3.399 6.228
C: -4.290 4.797 1.627
C: -3.588 4.489 0.307
C: -3.649 5.637 -0.717
O: -4.909 5.815 -1.344
C: -5.886 6.458 -0.542
N: -4.139 3.242 -0.245
H: -5.374 4.692 1.565
H: -3.957 4.100 2.400
H: -4.062 5.808 1.971
H: -2.532 4.319 0.539
H: -2.954 5.398 -1.529
H: -3.301 6.582 -0.283
H: -5.452 7.242 0.083
H: -6.414 5.726 0.072
H: -6.623 6.911 -1.207
H: -3.589 2.976 -1.059
H: -5.056 3.458 -0.632

***

[2]
The following is a DFT calculation (ωB97M-V/def2-TZVPD) of a 10-piece molecular cluster, C35H70N2O14S overall at a distorted geometry.

Results
Molecular weight, g mol⁻¹: 775.01
Orbital gap, eV: 9.509
Charge: 0
Structure (SMILES): CCN(CCNC(=O)OC[SH](=O)=O)C(C)=O.CC(C)=O.CC(C)=O.CC(C)=O.CC(C)=O.CC(C)=O.CC(C)=O.CC(C)=O.CC(C)=O.CC(C)=O
Electronic energy, eV: -79909.51801

CARTESIAN COORDINATES (ANGSTROEM)
C: 3.783 -4.300 0.219
C: 4.359 -3.002 0.760
N: 5.380 -2.420 -0.107
C: 4.836 -1.433 -1.087
C: 3.679 -1.947 -1.923
N: 2.329 -1.609 -1.460
C: 2.036 -0.265 -1.443
O: 2.546 0.573 -2.184
O: 0.996 0.130 -0.588
C: 1.315 0.127 0.771
S: 0.050 -0.796 1.703
O: -0.414 0.043 2.774
O: -0.903 -1.289 0.748
C: 6.378 -1.760 0.650
C: 7.674 -1.511 -0.066
O: 6.217 -1.411 1.804
H: 3.305 -4.795 1.051
H: 4.555 -4.962 -0.141
H: 3.003 -4.147 -0.507
H: 4.780 -3.213 1.728
H: 3.554 -2.306 0.961
H: 4.599 -0.497 -0.582
H: 5.634 -1.214 -1.778
H: 3.783 -3.000 -2.080
H: 3.777 -1.506 -2.899
H: 2.015 -2.110 -0.640
H: 2.306 -0.263 0.963
H: 1.280 1.125 1.182
H: 0.705 -1.849 2.252
H: 7.504 -0.868 -0.917
H: 8.123 -2.432 -0.400
H: 8.312 -0.968 0.607
C: -0.938 -4.948 2.200
C: -0.059 -4.600 1.029
O: 0.936 -3.918 1.164
C: -0.468 -5.141 -0.308
H: -0.536 -4.502 3.108
H: -1.946 -4.568 2.031
H: -0.979 -6.031 2.316
H: -1.459 -4.768 -0.574
H: -0.489 -6.225 -0.265
H: 0.245 -4.823 -1.066
C: -2.924 2.175 -2.228
C: -2.773 0.909 -3.035
O: -3.099 0.849 -4.197
C: -2.188 -0.269 -2.300
H: -3.365 2.953 -2.847
H: -3.571 2.000 -1.368
H: -1.944 2.507 -1.881
H: -2.824 -0.537 -1.455
H: -1.196 -0.022 -1.919
H: -2.110 -1.120 -2.972
C: 0.277 -10.311 0.754
C: 0.993 -9.010 1.015
O: 0.460 -7.943 0.816
C: 2.405 -9.096 1.536
H: -0.725 -10.108 0.385
H: 0.822 -10.894 0.012
H: 0.209 -10.890 1.676
H: 3.033 -9.633 0.823
H: 2.420 -9.628 2.488
H: 2.802 -8.095 1.679
C: -2.066 6.380 -4.042
C: -1.859 6.885 -2.635
O: -1.534 8.028 -2.415
C: -2.073 5.897 -1.516
H: -1.881 7.187 -4.747
H: -1.379 5.558 -4.251
H: -3.090 6.024 -4.166
H: -1.380 5.061 -1.620
H: -3.098 5.523 -1.530
H: -1.893 6.390 -0.564
C: -4.399 6.070 2.625
C: -4.219 4.844 1.772
O: -4.617 4.794 0.628
C: -3.513 3.669 2.403
H: -4.922 6.835 2.059
H: -4.988 5.823 3.507
H: -3.426 6.454 2.938
H: -4.064 3.316 3.275
H: -2.507 3.963 2.707
H: -3.441 2.860 1.677
C: -8.850 4.160 3.825
C: -8.045 4.914 2.793
O: -7.470 5.939 3.067
C: -7.990 4.325 1.404
H: -8.806 4.686 4.775
H: -9.889 4.083 3.505
H: -8.444 3.155 3.953
H: -8.997 4.255 0.989
H: -7.552 3.326 1.438
H: -7.378 4.956 0.764
C: -5.185 -0.055 5.836
C: -4.273 0.903 5.109
O: -4.242 2.079 5.389
C: -3.403 0.325 4.019
H: -5.752 0.484 6.591
H: -5.877 -0.521 5.132
H: -4.597 -0.836 6.320
H: -4.025 -0.124 3.242
H: -2.743 -0.437 4.435
H: -2.797 1.113 3.582
C: 2.330 7.449 -3.509
C: 2.771 7.272 -2.076
O: 3.807 7.736 -1.667
C: 1.844 6.487 -1.181
H: 3.074 8.028 -4.049
H: 2.217 6.475 -3.988
H: 1.372 7.972 -3.541
H: 1.715 5.475 -1.570
H: 0.873 6.985 -1.135
H: 2.263 6.432 -0.180
C: 6.769 -2.836 -5.061
C: 6.167 -3.999 -4.311
O: 5.087 -3.914 -3.777
C: 6.977 -5.270 -4.257
H: 6.090 -1.987 -5.025
H: 7.722 -2.553 -4.610
H: 6.941 -3.111 -6.102
H: 7.937 -5.081 -3.775
H: 7.157 -5.642 -5.266
H: 6.435 -6.022 -3.690